ORCA calculation (wB97M-V/def2-TZVPD) on a molecular structure, C27H32Cl2I2NO2RuSb2 in a non-equilibrium geometry.

As for the charge: +2. The spin multiplicity is 2. As for the energy relative to the best compared isomer or geometry (same formula, charge and spin): 2.1669 eV. The expectation value of S² is 0.785. The value obtained for the orbital gap (spin up / spin down) is 4.05 / 4.56 eV.

Each line ends with the Löwdin charge.
CARTESIAN COORDINATES (ANGSTROEM)
Ru (1.512, 1.486, -0.792)  0.32
C (0.883, -2.019, -3.675)  -0.25
Sb (0.901, -0.912, -1.847)  1.37
C (3.079, -0.796, -1.907)  -0.32
C (0.597, -2.512, -0.392)  -0.29
C (1.892, -3.164, -0.028)  -0.32
C (2.420, -4.158, -0.853)  -0.04
C (3.623, -4.778, -0.556)  -0.05
C (4.318, -4.408, 0.583)  -0.05
C (3.807, -3.415, 1.403)  -0.04
C (2.598, -2.783, 1.114)  -0.30
C (2.073, -1.740, 2.056)  -0.24
Sb (2.449, 0.296, 1.398)  1.41
C (4.572, 0.284, 1.522)  -0.26
C (1.969, 1.344, 3.173)  -0.25
H (1.771, -2.647, -3.652)  0.02
H (0.920, -1.331, -4.517)  0.02
H (-0.023, -2.623, -3.740)  0.03
H (3.510, -1.554, -1.253)  0.01
H (3.462, 0.190, -1.596)  -0.04
H (3.410, -0.958, -2.932)  0.03
H (-0.080, -3.190, -0.917)  0.08
H (0.069, -2.049, 0.434)  0.01
H (1.849, -4.467, -1.725)  0.12
H (4.022, -5.546, -1.209)  0.12
H (5.254, -4.894, 0.833)  0.12
H (4.346, -3.137, 2.306)  0.12
H (2.593, -1.756, 3.017)  0.08
H (0.998, -1.792, 2.226)  0.07
H (4.828, 0.042, 2.555)  0.03
H (4.969, 1.264, 1.268)  0.02
H (4.989, -0.465, 0.851)  0.02
H (2.480, 0.858, 4.003)  0.04
H (0.891, 1.330, 3.317)  0.01
H (2.305, 2.376, 3.083)  0.02
I (2.487, 4.079, -0.106)  0.99
C (2.143, 4.567, -2.157)  -1.01
I (1.969, 2.771, -3.290)  0.98
H (2.978, 5.143, -2.530)  -0.01
H (1.206, 5.104, -2.225)  -0.01
Cl (-6.538, 2.254, -1.791)  0.76
C (-5.196, 1.198, -2.065)  -0.57
C (-4.945, 0.770, -3.351)  -0.09
C (-3.883, -0.081, -3.600)  -0.08
C (-3.113, -0.511, -2.545)  -0.13
C (-3.367, -0.080, -1.247)  -0.55
Cl (-2.441, -0.834, 0.025)  0.77
C (-4.399, 0.820, -0.963)  -0.29
N (-4.786, 1.266, 0.297)  0.07
C (-4.107, 1.403, 1.541)  -0.22
C (-4.788, 0.994, 2.686)  -0.01
C (-4.196, 1.054, 3.934)  -0.06
C (-2.910, 1.558, 4.060)  -0.07
C (-2.279, 2.068, 2.942)  -0.05
C (-2.870, 2.027, 1.676)  -0.18
C (-2.222, 2.778, 0.522)  -0.02
C (-0.893, 2.236, 0.056)  -0.65
O (-0.637, 2.154, -1.165)  -0.13
O (0.002, 1.888, 0.898)  -0.18
H (-5.587, 1.105, -4.156)  0.12
H (-3.680, -0.429, -4.606)  0.11
H (-2.311, -1.219, -2.708)  0.08
H (-5.766, 1.463, 0.345)  0.09
H (-5.792, 0.593, 2.578)  0.13
H (-4.736, 0.702, 4.805)  0.12
H (-2.423, 1.602, 5.027)  0.11
H (-1.308, 2.543, 3.045)  0.11
H (-2.000, 3.793, 0.863)  0.15
H (-2.873, 2.843, -0.344)  0.13